The following is a quantum chemistry calculation of C55H47MoN2O5S2 as an isolated structure, from the OMol25 dataset.

E_HOMO ... -11.082 eV
E_LUMO ... -0.1771 hartree

Geometry as ORCA input:
```
! wB97M-V def2-TZVPD RIJCOSX def2/J DEFGRID3
* xyz 1 1
Mo -0.27791 -0.42103 -1.01208
C -3.60111 -3.61079 0.24465
C -2.27285 -2.94857 0.04420
N -2.18594 -1.68783 -0.20429
N -3.42500 -1.05874 -0.30195
C -3.49562 -0.30978 -1.31643
S -2.14855 -0.09509 -2.44039
S -4.99116 0.55763 -1.65154
C -5.28442 -0.11370 -3.32402
C -5.35816 -1.61029 -3.31957
C -4.31115 -2.34984 -3.86004
C -4.34960 -3.73627 -3.85060
C -5.43417 -4.39362 -3.29358
C -6.48040 -3.66202 -2.74859
C -6.44293 -2.27885 -2.76094
C -1.06027 -3.75214 0.10259
C -1.01499 -4.93957 0.84325
C 0.12009 -5.72603 0.85260
C 1.22590 -5.37196 0.09164
C 1.21766 -4.21006 -0.66227
C 0.08597 -3.39872 -0.63063
O 0.09119 -2.23717 -1.30144
H -4.24812 -3.38986 -0.60773
H -4.08903 -3.19848 1.12870
H -3.50865 -4.68600 0.34232
H -4.49477 0.22917 -3.99294
H -6.20928 0.36265 -3.65013
H -3.46817 -1.83880 -4.30389
H -3.53634 -4.29970 -4.28525
H -5.47125 -5.47407 -3.29055
H -7.32989 -4.17278 -2.31922
H -7.25723 -1.71330 -2.32943
H -1.86521 -5.23407 1.43622
H 0.14012 -6.62630 1.44805
H 2.10259 -6.00355 0.08974
H 2.06469 -3.90713 -1.25927
C -0.21896 4.17319 3.41320
C 0.96902 3.28045 3.10226
C 2.15942 3.54620 4.00117
O 1.36981 3.42990 1.73434
C 1.04772 2.27558 1.00334
C 0.23707 1.40400 1.96882
O 0.58639 1.91167 3.23693
C 0.56665 -0.10981 1.96300
O -0.07784 -0.66172 0.78398
C 2.05500 -0.41674 1.93450
C 2.61205 -1.29372 1.01095
C 3.97010 -1.58165 1.02923
C 4.79322 -1.00505 1.98017
C 4.23943 -0.15993 2.92915
C 2.88432 0.12219 2.91683
C -0.16005 -0.85858 3.07542
C -1.43492 -0.47527 3.48024
C -2.12760 -1.22008 4.41831
C -1.55815 -2.36208 4.96174
C -0.29432 -2.75288 4.56020
C 0.40102 -2.00516 3.62173
C 0.29003 2.64755 -0.28411
O -0.17362 1.37646 -0.74598
C 1.15321 3.19985 -1.40554
C 0.52823 3.82763 -2.47867
C 1.26804 4.28031 -3.55671
C 2.64397 4.12604 -3.57184
C 3.27798 3.51241 -2.50527
C 2.53741 3.04804 -1.42928
C -0.93064 3.51968 -0.01208
C -2.23543 3.06831 -0.13528
C -3.29965 3.92923 0.09076
C -3.07172 5.25070 0.42842
C -1.76836 5.71653 0.52922
C -0.70499 4.85919 0.30660
H 0.02526 5.21503 3.22479
H -0.48485 4.06083 4.46256
H -1.07633 3.89965 2.80251
H 2.37423 4.61173 4.03200
H 3.03632 3.02584 3.62641
H 1.93973 3.21137 5.01202
H 1.96022 1.73029 0.72394
H -0.84034 1.52622 1.77735
H 1.99163 -1.78395 0.27580
H 4.37783 -2.26410 0.29590
H 5.85015 -1.22675 1.99623
H 4.86234 0.27209 3.69872
H 2.46196 0.74023 3.69111
H -1.90699 0.40589 3.07159
H -3.11313 -0.90508 4.72768
H -2.09784 -2.93903 5.69947
H 0.15945 -3.63850 4.98065
H 1.38921 -2.32165 3.32073
H -0.54492 3.95420 -2.47740
H 0.76674 4.76071 -4.38455
H 3.22097 4.49120 -4.40949
H 4.35209 3.39308 -2.50678
H 3.05858 2.58360 -0.60241
H -2.44301 2.05143 -0.42850
H -4.30990 3.55782 -0.01571
H -3.90088 5.92005 0.59869
H -1.57759 6.75110 0.77586
H 0.31008 5.22827 0.36710
C 1.39414 -0.18527 -2.07049
C 2.59076 -0.26670 -2.28796
C 3.98141 -0.38382 -2.51729
C 4.88001 0.42097 -1.81639
C 6.23745 0.26313 -2.01733
C 6.70303 -0.68066 -2.92056
C 5.81326 -1.48188 -3.62265
C 4.45298 -1.34549 -3.41767
H 4.50974 1.14404 -1.10169
H 6.93465 0.87973 -1.46834
H 7.76503 -0.79383 -3.07785
H 6.17985 -2.21508 -4.32647
H 3.74688 -1.96254 -3.95453
*
```

natural (NBO) atomic charge list, values in e, 8 entries:
1 Mo 1.57
2 C -0.69
3 C 0.38
4 N -0.31
5 N -0.29
6 C -0.06
7 S 0.04
8 S 0.30

The following is a quantum chemistry calculation of C55H47N3P3RhSSi as an isolated structure, from the OMol25 dataset.

Relative energy (zero: lowest compared OMol25 entry of this formula, charge and spin) ... 0.000 eV
E_HOMO ... -12.982 eV
E_LUMO ... -0.1847 hartree

Geometry as ORCA input:
```
! wB97M-V def2-TZVPD RIJCOSX def2/J DEFGRID3
* xyz 2 1
Rh 0.09454 0.51614 0.07548
C 4.76240 -3.53483 -2.17513
C 5.28347 -2.44851 -1.49089
C 4.47297 -1.36907 -1.16614
C 3.12937 -1.36611 -1.53186
C 2.61026 -2.46707 -2.21792
C 3.42030 -3.54332 -2.53442
P 2.04739 0.07776 -1.25936
C 3.23634 1.36949 -0.76929
C 3.64818 2.41103 -1.59751
C 4.53555 3.37134 -1.12694
C 5.02416 3.29129 0.16873
C 4.62322 2.25009 0.99763
C 3.73354 1.29561 0.53305
C 1.48174 0.46508 -2.96399
C 2.39850 0.63407 -4.00055
C 1.95640 0.93892 -5.27892
C 0.59705 1.07284 -5.53154
C -0.32302 0.84988 -4.51678
C 0.10033 0.52785 -3.22739
Si -0.95502 -0.17788 -1.84703
C -0.75376 -2.03512 -1.95438
C -0.98158 -2.79060 -3.10861
C -0.96371 -4.17337 -3.05688
C -0.73683 -4.82343 -1.84458
C -0.49655 -4.08956 -0.69747
C -0.47455 -2.69414 -0.76177
P -0.18941 -1.67265 0.72127
C -1.51654 -2.36419 1.75915
C -2.78793 -2.49687 1.19702
C -3.81802 -3.05806 1.93232
C -3.59019 -3.48505 3.23469
C -2.32756 -3.36339 3.79382
C -1.29115 -2.79923 3.06201
C 1.36479 -2.23914 1.48360
C 1.80016 -1.59225 2.64415
C 3.00218 -1.93637 3.23840
C 3.79576 -2.92641 2.67087
C 3.37212 -3.57491 1.52304
C 2.16105 -3.23850 0.93249
C -2.81185 0.07095 -1.62282
C -3.73763 -0.38407 -2.56746
C -5.09964 -0.32525 -2.32200
C -5.57129 0.20318 -1.12472
C -4.67690 0.67919 -0.18220
C -3.30513 0.58892 -0.41819
P -2.09075 1.37865 0.66561
C -2.50138 3.14270 0.42031
C -3.10983 3.92648 1.39779
C -3.49557 5.22826 1.10734
C -3.29454 5.75946 -0.15706
C -2.72085 4.97882 -1.15175
C -2.33180 3.68073 -0.86269
C -2.42078 1.11388 2.43221
C -1.59928 1.81782 3.34121
C -1.67758 1.48749 4.68651
C -2.53782 0.48980 5.13637
C -3.38513 -0.14361 4.24641
C -3.30969 0.15654 2.88934
H 5.40229 -4.36439 -2.44491
H 6.33020 -2.42840 -1.21851
H 4.90716 -0.53454 -0.63566
H 1.57357 -2.48368 -2.52261
H 3.00550 -4.38554 -3.07273
H 3.28247 2.48724 -2.61304
H 4.85958 4.16907 -1.78212
H 5.72853 4.03023 0.52772
H 5.01244 2.17625 2.00492
H 3.43329 0.47973 1.18143
H 3.45955 0.51679 -3.81262
H 2.67275 1.07731 -6.07743
H 0.25524 1.31920 -6.52798
H -1.38241 0.91467 -4.73835
H -1.16902 -2.29532 -4.05554
H -1.14458 -4.75325 -3.95247
H -0.75568 -5.90408 -1.79852
H -0.33382 -4.59980 0.24465
H -2.97226 -2.18114 0.17624
H -4.79833 -3.16866 1.48693
H -4.39797 -3.91702 3.81094
H -2.14269 -3.71375 4.80049
H -0.30729 -2.72754 3.50430
H 1.19153 -0.82223 3.09977
H 3.32187 -1.43205 4.14084
H 4.73870 -3.19371 3.12900
H 3.98467 -4.34608 1.07533
H 1.84979 -3.76145 0.04179
H -3.39306 -0.79624 -3.50939
H -5.79852 -0.68390 -3.06573
H -6.63513 0.25411 -0.93566
H -5.04442 1.11806 0.73798
H -3.30746 3.52198 2.38068
H -3.96503 5.82662 1.87661
H -3.60105 6.77364 -0.37412
H -2.59309 5.37470 -2.15032
H -1.93867 3.06249 -1.66838
H -1.42140 2.86546 3.12004
H -1.05053 2.01082 5.39791
H -2.56827 0.23863 6.18825
H -4.10831 -0.86597 4.59870
H -3.95558 -0.35689 2.19259
N 0.71708 2.55777 -0.58933
N 1.40394 3.31720 0.38927
C 1.16081 3.04128 1.70355
N 1.48422 4.03508 2.55488
S 0.95847 1.46657 2.21375
H 1.27669 2.57865 -1.44115
H -0.17284 3.01526 -0.77531
H 1.54100 4.28895 0.13679
H 2.16229 4.73401 2.28857
H 1.47525 3.80258 3.53540
*
```

Mulliken atomic charge list, values in e, 8 entries:
1 Rh -1.21
2 C -0.87
3 C -0.75
4 C -0.72
5 C 1.13
6 C -0.53
7 C -0.53
8 P 2.22